Entry 1:
This record from the OMol25 dataset describes a 2-piece molecular cluster, C28H31N2 overall in a non-equilibrium geometry. The level of theory is ωB97M-V with the def2-TZVPD basis set.

```
! RIJCOSX wB97M-V def2-TZVPD def2/J DEFGRID3
* xyz 1 1
C -1.554 2.251 6.184
C -0.796 1.426 5.181
C -0.918 1.668 3.811
C -0.306 0.829 2.867
C -0.795 0.906 1.454
C 0.636 -0.121 3.313
N 1.265 -1.023 2.403
C 1.991 -0.741 1.253
N 2.054 -1.922 0.554
C 2.726 -2.023 -0.670
C 3.769 -1.095 -0.839
C 4.075 -0.195 0.266
C 4.501 -1.141 -2.041
C 4.207 -2.087 -3.032
C 5.011 -2.145 -4.301
C 3.154 -2.986 -2.829
C 2.379 -2.954 -1.662
C 1.210 -3.873 -1.540
C 1.430 -2.933 1.287
C 0.927 -2.383 2.396
C 0.763 -0.390 4.684
C 1.624 -1.499 5.194
C 0.023 0.370 5.593
H -1.235 1.983 7.198
H -1.373 3.323 6.026
H -2.639 2.082 6.107
H -1.542 2.495 3.460
H -0.100 0.491 0.723
H -1.751 0.367 1.344
H -0.972 1.954 1.172
H 4.015 0.869 0.000
H 3.079 -0.309 1.369
H 5.021 -0.423 0.780
H 5.318 -0.434 -2.200
H 4.566 -2.872 -4.989
H 5.046 -1.167 -4.800
H 6.049 -2.448 -4.106
H 2.936 -3.729 -3.601
H 1.011 -4.313 -2.524
H 1.396 -4.714 -0.859
H 0.301 -3.353 -1.214
H 1.460 -3.969 1.003
H 0.384 -2.843 3.202
H 1.785 -1.321 6.262
H 1.133 -2.479 5.109
H 2.604 -1.550 4.706
H 0.092 0.130 6.655
C 1.805 2.135 0.421
C 1.721 3.096 1.419
C 1.082 4.334 1.345
C 0.356 4.862 0.284
C 0.398 4.467 -1.046
C 1.144 3.434 -1.598
C 1.720 2.339 -0.946
H 1.991 1.090 0.738
H 2.137 2.842 2.402
H 1.103 4.936 2.260
H -0.285 5.723 0.505
H -0.195 5.077 -1.737
H 1.224 3.431 -2.688
H 2.113 1.544 -1.593
*
```

Summary:
HOMO level in eV: -9.0
Orbital gap in eV: 4.4
Maximum force in hartree/bohr: 0.0979
ΔE to the lowest compared entry with this formula, charge and spin in eV: 5.5669
LUMO level in eV: -4.6282
Total energy in a.u.: -1194.648342

natural (NBO) population analysis, charges in e, atoms 1 to 6: number 1, C, carries -0.634; number 2, C, carries 0.002; number 3, C, carries -0.180; number 4, C, carries -0.037; number 5, C, carries -0.649; number 6, C, carries 0.159



Entry 2:
This record from the OMol25 dataset describes one molecule with the formula C5H6O2S in a non-equilibrium geometry. The level of theory is ωB97M-V with the def2-TZVPD basis set.

```
! RIJCOSX wB97M-V def2-TZVPD def2/J DEFGRID3
* xyz 0 1
C -0.373 -0.228 -1.273
C -1.066 -0.990 0.021
C -0.173 -0.588 1.159
C 0.410 0.839 0.797
C 0.590 0.734 -0.676
O 1.066 1.811 -1.341
O 1.953 0.726 -1.139
S -0.503 -0.725 -2.776
H -2.065 -0.597 0.081
H -1.015 -1.991 -0.360
H -0.616 -0.545 2.164
H 0.715 -1.237 1.058
H -0.216 1.679 1.026
H 1.292 1.111 1.259
*
```

Summary:
Structure (SMILES): S=C1CCCC12OO2
HOMO level in eV: -9.0
Orbital gap in eV: 8.1
Maximum force in hartree/bohr: 0.0703
ΔE to the lowest compared entry with this formula, charge and spin in eV: 4.3563
LUMO level in eV: -0.8282
Total energy in a.u.: -742.624799

natural (NBO) population analysis, charges in e, atoms 1 to 6: number 1, C, carries -0.138; number 2, C, carries -0.452; number 3, C, carries -0.413; number 4, C, carries -0.440; number 5, C, carries 0.365; number 6, O, carries -0.228



Entry 3:
This record from the OMol25 dataset describes C17H18Br2N8O3SSeZn as an isolated structure in a non-equilibrium geometry. The level of theory is ωB97M-V with the def2-TZVPD basis set.

```
! RIJCOSX wB97M-V def2-TZVPD def2/J DEFGRID3
* xyz 0 1
Zn 0.668 -0.306 -0.198
N -2.101 6.459 -3.463
C -1.506 5.256 -3.164
C -1.200 4.924 -1.840
C -0.550 3.740 -1.547
C -0.202 2.870 -2.570
C -0.476 3.195 -3.891
C -1.129 4.373 -4.185
S 0.757 1.434 -2.175
O 1.195 1.650 -0.786
O 1.772 1.268 -3.167
N -0.129 0.082 -1.956
C -1.064 -0.392 -2.811
N -1.432 0.338 -3.876
C -2.292 -0.218 -4.716
C -2.809 -1.489 -4.534
C -2.444 -2.115 -3.351
N -1.605 -1.581 -2.479
H -2.574 6.951 -2.727
H -2.478 6.580 -4.386
H -1.455 5.619 -1.049
H -0.261 3.511 -0.529
H -0.159 2.521 -4.672
H -1.341 4.636 -5.214
H -2.583 0.396 -5.563
H -3.463 -1.953 -5.258
H -2.851 -3.084 -3.078
Br -0.420 -1.071 4.113
C 1.036 0.011 3.487
Br 0.411 1.584 2.559
H 1.630 -0.570 2.792
H 1.605 0.329 4.350
C -1.939 -4.207 1.018
N -2.176 -2.773 0.932
C -3.399 -2.223 1.087
C -3.608 -0.893 0.953
C -2.476 -0.077 0.659
N -1.271 -0.614 0.599
C -1.085 -1.958 0.670
O 0.041 -2.422 0.511
N -2.587 1.238 0.457
H -2.880 -4.738 0.899
H -1.495 -4.462 1.981
H -1.240 -4.490 0.235
H -4.208 -2.904 1.313
H -4.592 -0.463 1.059
H -3.477 1.696 0.494
H -1.763 1.764 0.213
Se 5.205 -0.351 0.960
C 3.518 -0.500 0.662
N 2.356 -0.626 0.541
*
```

Summary:
HOMO level in eV: -7.2
Orbital gap in eV: 7.2
Maximum force in hartree/bohr: 0.0311
ΔE to the lowest compared entry with this formula, charge and spin in eV: 0.7459
LUMO level in eV: -0.0406
Total energy in a.u.: -11049.467212

natural (NBO) population analysis, charges in e, atoms 1 to 6: number 1, Zn, carries 1.679; number 2, N, carries -0.789; number 3, C, carries 0.197; number 4, C, carries -0.279; number 5, C, carries -0.193; number 6, C, carries -0.317



Entry 4:
This record from the OMol25 dataset describes C22H33B2F15HfN4O6S2 as an isolated structure in a non-equilibrium geometry. The level of theory is ωB97M-V with the def2-TZVPD basis set.

```
! RIJCOSX wB97M-V def2-TZVPD def2/J DEFGRID3
* xyz 1 2
Hf 5.669 0.918 1.254
C -2.392 -3.752 -5.915
C -1.787 -3.205 -4.680
C -2.261 -1.687 -4.499
N -2.208 -1.158 -2.997
C -0.846 -1.452 -2.408
C -3.443 -1.831 -2.278
C -4.198 -0.762 -1.478
C -3.278 0.430 -1.469
C -2.409 0.368 -2.767
H -2.301 -4.838 -5.899
H -1.710 -3.343 -6.662
H -3.451 -3.574 -6.102
H -0.698 -3.266 -4.663
H -2.043 -3.826 -3.822
H -3.275 -1.492 -4.848
H -1.702 -0.942 -5.066
H -0.181 -0.806 -2.982
H -0.615 -2.516 -2.463
H -0.842 -1.161 -1.358
H -2.879 -2.648 -1.829
H -4.139 -2.391 -2.902
H -4.512 -1.157 -0.511
H -5.030 -0.399 -2.082
H -2.591 0.266 -0.639
H -3.849 1.316 -1.189
H -1.445 0.872 -2.837
H -2.993 0.686 -3.631
C 4.132 -2.126 -2.382
F 3.347 -2.816 -1.523
F 4.442 -3.061 -3.335
F 3.414 -1.102 -2.881
S 5.739 -1.600 -1.369
O 6.800 -1.291 -2.358
O 5.349 -0.470 -0.446
O 6.088 -2.854 -0.653
C 0.818 1.459 0.237
F 1.020 1.209 -1.045
F 1.184 2.680 0.541
F -0.456 1.207 0.472
S 1.916 0.167 1.214
O 3.339 0.582 1.037
O 1.494 0.127 2.572
O 1.490 -1.093 0.565
B 3.930 2.999 2.827
F 4.434 3.419 1.630
F 4.316 1.760 3.120
F 4.295 3.903 3.772
F 2.525 2.959 2.862
B 5.552 2.048 -1.700
F 6.787 1.456 -1.242
F 5.797 3.280 -2.206
F 4.956 1.357 -2.743
F 4.816 2.277 -0.537
F 5.305 -0.914 2.624
N -0.790 -2.461 0.935
C -1.761 -1.788 1.703
C -2.850 -2.603 1.707
C -2.587 -3.785 1.020
C -1.318 -3.643 0.414
H 0.163 -2.154 0.807
H -1.442 -0.851 2.135
H -3.692 -2.382 2.347
H -3.289 -4.600 0.922
H -0.666 -4.341 -0.089
N -0.043 4.752 2.010
C -0.405 5.396 3.201
C -1.660 6.072 3.033
C -2.065 5.855 1.679
C -0.985 5.147 1.046
H 0.903 4.490 1.772
H 0.286 5.295 4.025
H -2.054 6.897 3.609
H -2.943 6.314 1.248
H -0.870 4.789 0.034
N -0.488 -0.167 4.687
C -0.815 -1.055 5.647
C -1.877 -0.575 6.366
C -2.159 0.649 5.814
C -1.370 0.900 4.702
H 0.163 -0.330 3.932
H -0.183 -1.931 5.638
H -2.375 -1.151 7.132
H -3.004 1.262 6.093
H -1.244 1.789 4.102
*
```

Summary:
HOMO level (spin up / spin down) in eV: -10.1 / -9.7
Orbital gap (spin up / spin down) in eV: 4.0 / 2.4
Maximum force in hartree/bohr: 0.1802
LUMO level (spin up / spin down) in eV: -6.0887 / -7.2457
Total energy in a.u.: -3920.661396
⟨S²⟩: 0.7631

Mulliken population analysis, charges in e, atoms 1 to 6: number 1, Hf, carries 1.287; number 2, C, carries -1.430; number 3, C, carries -0.343; number 4, C, carries -0.906; number 5, N, carries 0.654; number 6, C, carries -1.064



Entry 5:
This record from the OMol25 dataset describes C43H31AsBrCl5IrN3O3 as an isolated structure in a non-equilibrium geometry. The level of theory is ωB97M-V with the def2-TZVPD basis set.

```
! RIJCOSX wB97M-V def2-TZVPD def2/J DEFGRID3
* xyz 1 2
Ir -1.560 -0.587 -0.312
C -3.536 -2.900 1.638
O -2.199 -2.564 1.279
C -1.256 -2.769 2.232
C -1.525 -3.276 3.490
C -0.489 -3.448 4.398
Br -0.875 -4.165 6.102
C 0.804 -3.133 4.067
C 1.088 -2.607 2.802
C 0.054 -2.405 1.888
O 0.242 -1.811 0.666
C 2.474 -2.341 2.423
N 2.894 -2.250 1.183
C 4.271 -2.082 1.264
C 5.247 -1.993 0.272
C 6.557 -1.812 0.664
C 6.914 -1.729 2.018
C 5.970 -1.848 3.017
C 4.653 -2.034 2.610
N 3.486 -2.210 3.324
H -3.878 -2.273 2.464
H -3.607 -3.955 1.909
H -4.149 -2.710 0.765
H -2.527 -3.546 3.784
H 1.597 -3.336 4.773
H 1.226 -1.620 0.569
H 4.996 -2.071 -0.775
H 7.332 -1.741 -0.088
H 7.954 -1.590 2.283
H 6.245 -1.810 4.063
H 3.398 -2.239 4.324
Cl -2.884 2.713 -0.605
C -3.284 1.509 -1.793
C -2.982 0.178 -1.497
C -3.714 -0.757 -2.227
Cl -3.487 -2.420 -1.758
C -4.547 -0.438 -3.293
Cl -5.395 -1.667 -4.139
C -4.668 0.898 -3.669
Cl -5.614 1.332 -5.031
C -4.042 1.879 -2.899
Cl -4.217 3.537 -3.305
O -2.530 -0.261 1.629
N -3.369 0.761 1.745
C -2.987 1.839 2.448
C -3.847 2.901 2.612
C -5.107 2.856 2.035
C -5.473 1.733 1.309
C -4.584 0.690 1.178
H -1.986 1.786 2.849
H -3.520 3.755 3.187
H -5.793 3.684 2.148
H -6.443 1.654 0.841
H -4.777 -0.223 0.635
C -0.078 4.332 -4.358
C -0.083 4.607 -2.996
C -0.058 3.570 -2.078
C -0.019 2.251 -2.520
C 0.004 1.977 -3.882
C -0.033 3.019 -4.800
As 0.100 0.792 -1.246
C 1.118 -0.516 -2.252
C 2.503 -0.578 -2.225
C 3.171 -1.545 -2.963
C 2.454 -2.446 -3.736
C 1.067 -2.386 -3.769
C 0.397 -1.427 -3.023
C 1.231 1.600 0.098
C 0.865 1.514 1.436
C 1.617 2.163 2.406
C 2.729 2.908 2.038
C 3.082 3.016 0.700
C 2.331 2.371 -0.271
H -0.103 5.144 -5.073
H -0.107 5.631 -2.648
H -0.055 3.793 -1.019
H 0.054 0.957 -4.241
H -0.021 2.799 -5.859
H 3.056 0.123 -1.619
H 4.252 -1.597 -2.932
H 2.975 -3.199 -4.312
H 0.506 -3.090 -4.369
H -0.688 -1.392 -3.043
H -0.008 0.936 1.722
H 1.331 2.090 3.448
H 3.318 3.413 2.793
H 3.944 3.603 0.411
H 2.596 2.483 -1.316
*
```

Summary:
HOMO level (spin up / spin down) in eV: -10.4 / -10.6
Orbital gap (spin up / spin down) in eV: 7.8 / 7.5
Maximum force in hartree/bohr: 0.0198
ΔE to the lowest compared entry with this formula, charge and spin in eV: 1.3270
LUMO level (spin up / spin down) in eV: -2.6729 / -3.0626
Total energy in a.u.: -9262.014604
⟨S²⟩: 0.7544

Mulliken population analysis, charges in e, atoms 1 to 6: number 1, Ir, carries 1.583; number 2, C, carries -1.254; number 3, O, carries -0.058; number 4, C, carries 0.606; number 5, C, carries -0.557; number 6, C, carries -0.916



Entry 6:
This record from the OMol25 dataset describes a 21-piece molecular cluster, C26H37Cl60N5O2 overall in a non-equilibrium geometry. The level of theory is ωB97M-V with the def2-TZVPD basis set.

```
! RIJCOSX wB97M-V def2-TZVPD def2/J DEFGRID3
* xyz 0 1
C 0.468 0.333 -3.991
C 1.025 1.744 -3.437
C 0.982 2.912 -4.528
N -0.339 3.553 -4.703
O -1.284 2.650 -5.191
C -2.529 3.396 -5.174
O -2.678 4.278 -6.027
N -3.495 3.037 -4.127
C -4.564 2.137 -4.647
C -6.026 2.374 -4.033
N -6.044 1.787 -2.660
N -7.074 1.648 -4.838
N -6.458 3.788 -3.966
H -0.514 0.105 -3.468
H 0.252 0.476 -5.099
H 1.227 -0.510 -3.888
H 2.121 1.556 -3.138
H 0.504 2.070 -2.468
H 1.696 3.736 -4.168
H 1.427 2.519 -5.507
H -0.666 4.005 -3.844
H -3.861 3.859 -3.633
H -4.259 1.067 -4.340
H -4.632 2.124 -5.782
H -5.786 0.794 -2.739
H -6.999 1.856 -2.267
H -7.108 2.004 -5.801
H -6.893 0.637 -4.841
H -6.719 4.031 -3.006
H -5.777 4.439 -4.370
C -2.660 4.145 -0.703
Cl -3.904 5.319 -1.144
Cl -1.248 4.320 -1.749
Cl -2.203 4.327 0.996
H -3.067 3.146 -0.844
C -8.844 6.591 -5.698
Cl -8.226 6.668 -4.042
Cl -8.274 5.127 -6.511
Cl -10.612 6.657 -5.704
H -8.468 7.453 -6.244
C 4.757 1.296 -0.753
Cl 3.444 2.250 -0.046
Cl 4.837 -0.304 -0.001
Cl 4.549 1.153 -2.503
H 5.695 1.810 -0.561
C -2.582 -2.636 -2.228
Cl -3.811 -1.441 -2.671
Cl -1.169 -2.494 -3.281
Cl -2.115 -2.447 -0.534
H -3.008 -3.629 -2.357
C -0.726 -5.929 1.180
Cl 0.289 -4.879 0.182
Cl -0.537 -5.532 2.893
Cl -2.424 -5.796 0.696
H -0.407 -6.958 1.030
C 8.331 3.210 -2.205
Cl 9.329 1.839 -2.703
Cl 6.872 3.313 -3.202
Cl 7.909 3.080 -0.490
H 8.907 4.122 -2.346
C 3.751 -2.340 3.015
Cl 5.205 -2.666 2.062
Cl 2.317 -2.969 2.196
Cl 3.900 -3.038 4.636
H 3.643 -1.262 3.115
C -2.440 9.411 -1.713
Cl -1.817 9.475 -0.059
Cl -1.879 7.948 -2.533
Cl -4.208 9.484 -1.715
H -2.062 10.274 -2.256
C -3.792 -8.954 2.027
Cl -2.339 -9.286 1.072
Cl -5.231 -9.577 1.207
Cl -3.647 -9.652 3.645
H -3.895 -7.876 2.128
C 2.874 -1.060 7.760
Cl 2.282 0.544 7.309
Cl 4.554 -0.971 8.312
Cl 1.847 -1.774 9.010
H 2.836 -1.699 6.879
C -7.072 -12.618 3.378
Cl -6.441 -12.548 5.029
Cl -6.547 -14.104 2.574
Cl -8.837 -12.501 3.381
H -6.674 -11.770 2.824
C -3.014 2.820 4.288
Cl -4.271 1.725 3.696
Cl -3.626 3.809 5.622
Cl -1.585 1.909 4.794
H -2.728 3.482 3.475
C 13.155 3.191 -3.380
Cl 11.843 4.143 -2.670
Cl 13.242 1.593 -2.625
Cl 12.939 3.041 -5.129
H 14.093 3.709 -3.194
C 7.613 -1.125 10.351
Cl 9.149 -0.504 9.729
Cl 7.871 -2.614 11.269
Cl 6.809 0.093 11.351
H 6.969 -1.352 9.505
C 1.628 2.865 -8.669
Cl 3.152 3.511 -9.296
Cl 1.911 1.354 -7.790
Cl 0.824 4.056 -7.636
H 0.977 2.649 -9.513
C -1.388 -12.866 1.970
Cl -0.758 -12.795 3.622
Cl -0.854 -14.348 1.164
Cl -3.153 -12.761 1.973
H -0.995 -12.015 1.418
C 8.920 -3.299 4.237
Cl 9.552 -3.225 5.890
Cl 9.463 -4.776 3.430
Cl 7.153 -3.206 4.241
H 9.306 -2.445 3.685
C -7.142 3.707 2.079
Cl -6.742 2.995 0.508
Cl -7.902 5.291 1.868
Cl -8.200 2.629 2.999
H -6.219 3.841 2.639
C -7.173 2.951 6.981
Cl -6.666 1.616 5.937
Cl -7.778 4.304 6.014
Cl -8.405 2.408 8.129
H -6.308 3.292 7.544
C 13.181 -2.437 2.748
Cl 13.648 -3.795 1.714
Cl 12.594 -1.084 1.770
Cl 11.951 -2.939 3.916
H 14.060 -2.107 3.296
*
```

Summary:
HOMO level in eV: -8.4
Orbital gap in eV: 8.3
Maximum force in hartree/bohr: 0.0740
LUMO level in eV: -0.0149
Total energy in a.u.: -29048.432885

Mulliken population analysis, charges in e, atoms 1 to 6: number 1, C, carries -0.716; number 2, C, carries 0.895; number 3, C, carries -0.327; number 4, N, carries -0.010; number 5, O, carries -0.128; number 6, C, carries 0.294



Entry 7:
This record from the OMol25 dataset describes a 2-piece molecular cluster, C3H9BrN3 overall in a non-equilibrium geometry. The level of theory is ωB97M-V with the def2-TZVPD basis set.

```
! RIJCOSX wB97M-V def2-TZVPD def2/J DEFGRID3
* xyz 1 1
C 1.945 0.598 0.850
C 1.060 -0.136 1.859
C -0.727 0.854 -0.662
N -1.581 -1.172 -1.755
N -1.673 -0.035 -0.955
N 0.626 -0.055 0.546
Br 1.833 -1.726 2.642
H 1.727 1.757 0.968
H 2.874 0.193 0.487
H -0.908 1.623 0.020
H 0.056 1.022 -1.553
H -1.113 -0.958 -2.623
H -2.527 -1.477 -2.008
H 0.374 0.434 2.578
H -2.550 -0.026 -0.278
H 0.585 -0.896 -0.116
*
```

Summary:
HOMO level in eV: -13.3
Orbital gap in eV: 9.7
Maximum force in hartree/bohr: 0.0899
ΔE to the lowest compared entry with this formula, charge and spin in eV: 3.1341
LUMO level in eV: -3.5200
Total energy in a.u.: -2857.597571

natural (NBO) population analysis, charges in e, atoms 1 to 6: number 1, C, carries -0.255; number 2, C, carries -0.126; number 3, C, carries 0.044; number 4, N, carries -0.623; number 5, N, carries -0.366; number 6, N, carries -0.583